Record 1
Computed, not measured: one molecule with the formula C2H4NO3 in a non-equilibrium geometry, with ωB97M-V/def2-TZVPD.

Last column: Löwdin charge in e.
Geometry (Å):
N 0.993 -1.006 -1.099  -0.44
O 0.526 -2.126 -1.227  0.11
O 0.023 -0.021 -0.878  -0.07
O 2.119 -0.558 -1.231  0.11
C -1.103 1.116 0.597  0.06
C -0.085 0.091 0.707  -0.14
H -0.823 2.148 0.484  0.06
H -2.136 0.853 0.485  0.06
H -0.413 -0.894 1.086  0.12
H 0.899 0.396 1.077  0.12

The calculation puts the HOMO energy (spin up / spin down) at -9.31 / -11.02 eV. For the energy relative to the best compared isomer or geometry (same formula, charge and spin), the calculation gives 422.6 kJ/mol. As for the spin multiplicity: 2.

***

Record 2
Computed, not measured: a 6-piece molecular cluster, C41H33IN3O13S overall in a non-equilibrium geometry, with ωB97M-V/def2-TZVPD.

Last column: Löwdin charge in e.
Geometry (Å):
C 6.876 0.577 4.897  0.08
C 6.003 1.227 4.026  -0.12
C 4.605 1.223 4.064  -0.17
C 3.839 0.076 4.379  -0.60
I 4.742 -1.770 4.861  1.10
N 2.560 0.040 4.385  0.10
N 1.929 1.138 4.059  -0.08
C 0.470 1.004 4.046  -0.40
S -0.219 1.593 5.642  0.91
C -2.032 1.359 5.470  -0.48
C -2.464 0.974 4.052  -0.15
C 2.478 2.308 3.754  -0.05
C 1.634 3.510 3.432  -0.11
O 2.335 4.714 3.634  -0.11
O 2.096 5.544 2.495  0.02
C 3.855 2.352 3.744  -0.11
O 4.568 3.494 3.402  0.11
C 4.600 3.562 2.100  -0.27
N 4.569 3.644 0.934  0.24
H 7.417 -0.303 4.554  0.06
H 7.065 0.954 5.900  0.10
H 6.459 1.838 3.242  0.15
H 0.243 -0.058 3.993  0.06
H 0.023 1.460 3.169  0.10
H -2.504 2.302 5.724  0.07
H -2.356 0.562 6.131  0.07
H -2.051 0.015 3.744  0.05
H -3.545 0.946 3.950  0.08
H -2.119 1.719 3.332  0.07
H 1.305 3.423 2.391  0.16
H 0.720 3.543 4.029  0.11
H 1.532 6.239 2.859  0.12
C -0.627 -4.439 4.737  0.03
C 0.009 -5.549 4.370  0.04
C 1.317 -5.492 3.670  -0.38
O 1.897 -6.498 3.333  0.13
C 1.889 -4.148 3.400  0.01
C 1.252 -3.041 3.768  -0.02
C -0.054 -3.100 4.466  -0.38
O -0.634 -2.083 4.800  0.08
H -1.582 -4.460 5.246  0.13
H -0.393 -6.536 4.559  0.13
H 2.844 -4.126 2.889  0.12
H 1.652 -2.053 3.579  0.07
C -1.901 -3.057 0.321  0.04
C -0.980 -2.311 0.923  0.01
C 0.193 -1.786 0.186  -0.39
O 1.030 -1.105 0.751  0.07
C 0.305 -2.120 -1.251  0.03
C -0.613 -2.867 -1.862  0.04
C -1.790 -3.393 -1.122  -0.35
O -2.629 -4.072 -1.670  0.11
H -2.763 -3.450 0.845  0.13
H -1.040 -2.051 1.974  0.10
H 1.169 -1.726 -1.770  0.12
H -0.549 -3.120 -2.908  0.10
C -4.936 -5.055 -4.921  0.03
C -4.018 -4.312 -4.309  0.02
C -2.843 -3.789 -5.046  -0.37
O -2.000 -3.108 -4.492  0.07
C -2.729 -4.122 -6.486  0.02
C -3.647 -4.865 -7.097  0.03
C -4.826 -5.390 -6.361  -0.38
O -5.663 -6.063 -6.919  0.12
H -5.802 -5.446 -4.402  0.13
H -4.085 -4.058 -3.265  0.10
H -1.863 -3.728 -7.005  0.12
H -3.582 -5.120 -8.147  0.12
C -5.435 -0.196 -7.308  0.02
C -5.585 -0.982 -6.246  0.02
C -6.845 -1.732 -6.016  -0.39
O -6.979 -2.448 -5.047  0.10
C -7.929 -1.575 -7.016  0.02
C -7.779 -0.788 -8.078  0.02
C -6.520 -0.037 -8.309  -0.39
O -6.381 0.677 -9.276  0.11
H -4.525 0.361 -7.493  0.12
H -4.805 -1.111 -5.505  0.12
H -8.838 -2.131 -6.830  0.12
H -8.558 -0.660 -8.818  0.12
C 6.085 6.803 -0.249  0.02
C 5.184 6.075 -0.903  0.00
C 4.345 6.672 -1.973  -0.38
O 3.522 6.011 -2.567  0.11
C 4.552 8.108 -2.285  0.02
C 5.454 8.835 -1.629  0.02
C 6.292 8.239 -0.560  -0.39
O 7.115 8.898 0.037  0.11
H 6.706 6.387 0.535  0.12
H 5.022 5.028 -0.689  0.06
H 3.931 8.525 -3.068  0.12
H 5.619 9.883 -1.842  0.12

The calculation puts the HOMO energy at -11.39 eV. As for the total charge: +1. As for the spin multiplicity: 1.

***

Record 3
Computed, not measured: an isolated ion of composition C2H7N2 and charge +1 in a non-equilibrium geometry, with ωB97M-V/def2-TZVPD.

Last column: Löwdin charge in e.
Geometry (Å):
C 0.584 0.703 -0.144  -0.18
C -1.284 -0.606 -0.058  0.17
N -0.838 0.571 0.107  0.06
N 1.282 -0.650 -0.037  0.03
H 0.404 0.937 -1.274  0.17
H 1.136 1.452 0.452  0.15
H -2.295 -0.893 0.103  0.13
H -0.624 -1.350 -0.495  0.12
H -1.441 1.309 0.432  0.19
H 2.263 -0.536 0.098  0.08
H 0.814 -0.937 0.815  0.07

The calculation puts the HOMO energy at -15.09 eV. For the energy relative to the best compared isomer or geometry (same formula, charge and spin), the calculation gives 234.1 kJ/mol. As for the SMILES: C=[NH+]CN. As for the total charge: +1. As for the spin multiplicity: 1.

***

Record 4
Computed, not measured: a 2-piece molecular cluster, C5H14O overall in a non-equilibrium geometry, with ωB97M-V/def2-TZVPD.

Last column: Löwdin charge in e.
Geometry (Å):
C 0.812 0.576 -1.330  -0.14
C 0.202 -0.767 -1.067  -0.30
C -1.313 -0.863 -1.009  -0.22
C -1.999 0.138 -0.048  -0.25
C -1.328 0.184 1.330  -0.11
H 1.895 0.554 -1.240  0.07
H 0.485 1.476 -0.785  0.07
H 0.475 0.925 -2.321  0.08
H 0.653 -1.225 -0.177  0.10
H 0.573 -1.329 -1.932  0.11
H -1.616 -0.621 -2.036  0.11
H -1.649 -1.877 -0.796  0.11
H -1.836 1.129 -0.486  0.09
H -3.088 0.095 -0.023  0.10
H -1.240 -0.693 1.956  0.07
H -0.308 0.517 1.129  0.05
H -1.713 0.996 1.953  0.07
H 3.613 -0.326 2.792  0.02
H 3.444 0.609 1.638  0.02
O 3.937 0.501 2.451  -0.04

The calculation puts the HOMO energy at -11.09 eV. For the energy relative to the best compared isomer or geometry (same formula, charge and spin), the calculation gives 60.6 kJ/mol. As for the SMILES: CCCCC.O. As for the spin multiplicity: 1.

***

Record 5
Computed, not measured: C43H45As2N2O9S2Ti as an isolated structure in a non-equilibrium geometry, with ωB97M-V/def2-TZVPD.

Last column: Löwdin charge in e.
Geometry (Å):
Ti -0.204 -0.152 -0.277  0.81
C 4.663 -4.580 1.366  -0.05
C 4.779 -3.512 0.267  -0.55
C 3.894 -3.929 -0.907  -0.05
C 6.232 -3.445 -0.215  -0.04
C 4.341 -2.172 0.858  -0.16
C 5.126 -1.575 1.864  -0.04
C 4.717 -0.446 2.541  -0.08
C 3.482 0.105 2.220  -0.46
S 2.606 1.385 2.998  1.11
C 1.255 1.085 1.941  -0.49
N 1.474 0.174 1.026  0.00
C 2.710 -0.436 1.193  -0.28
C 3.146 -1.570 0.504  0.04
C -0.057 1.684 2.097  -0.26
C -0.320 2.621 3.103  -0.07
C -1.615 3.064 3.281  -0.11
C -2.623 2.556 2.459  -0.09
C -2.334 1.644 1.457  -0.12
C -1.034 1.177 1.222  -0.16
H 4.973 -5.553 0.976  0.08
H 3.633 -4.661 1.719  0.09
H 5.296 -4.341 2.223  0.08
H 4.261 -4.867 -1.327  0.09
H 3.907 -3.185 -1.704  0.05
H 2.857 -4.080 -0.597  0.09
H 6.525 -4.405 -0.646  0.09
H 6.919 -3.226 0.605  0.07
H 6.356 -2.689 -0.986  0.07
H 6.071 -2.026 2.137  0.10
H 5.327 -0.023 3.329  0.10
H 2.498 -1.982 -0.257  0.09
H 0.475 2.990 3.744  0.08
H -1.847 3.788 4.052  0.09
H -3.644 2.895 2.598  0.10
H -3.141 1.295 0.820  0.08
O -0.672 -1.704 1.050  -0.23
N -1.562 -2.637 0.754  -0.18
C -1.461 -3.802 1.431  -0.03
C -2.346 -4.825 1.240  -0.08
C -3.383 -4.637 0.320  -0.09
C -3.470 -3.453 -0.361  -0.10
C -2.539 -2.407 -0.173  -0.66
S -2.584 -0.951 -1.050  0.76
H -0.627 -3.824 2.116  0.13
H -2.229 -5.742 1.798  0.10
H -4.110 -5.419 0.143  0.10
H -4.253 -3.274 -1.084  0.10
C -0.391 1.622 -1.586  -0.25
C -1.653 2.367 -1.760  -0.33
C -1.946 3.511 -1.006  -0.08
C -3.148 4.185 -1.144  -0.11
C -4.109 3.741 -2.044  -0.13
C -3.834 2.616 -2.812  -0.11
C -2.628 1.947 -2.676  -0.10
H 0.398 2.312 -1.255  0.05
H -0.090 1.204 -2.559  0.03
H -1.213 3.863 -0.288  0.11
H -3.340 5.062 -0.536  0.09
H -5.051 4.264 -2.149  0.08
H -4.565 2.255 -3.526  0.09
H -2.428 1.073 -3.286  0.10
C 7.565 0.472 -1.035  -0.03
O 6.613 -0.144 -1.903  -0.06
C 5.410 0.458 -1.965  -0.54
O 5.179 1.497 -1.390  0.07
C 4.402 -0.275 -2.772  -0.27
C 4.732 -1.230 -3.650  -0.29
As 3.446 -2.440 -4.590  1.34
C 4.413 -2.629 -6.298  -0.30
C 2.146 -1.041 -4.758  -0.32
C 1.629 -0.801 -3.443  -0.40
As 2.585 0.445 -2.337  1.34
C 2.769 2.046 -3.460  -0.26
C 0.866 -1.724 -2.741  -0.54
O 0.533 -1.664 -1.513  -0.19
O 0.401 -2.771 -3.462  -0.07
C -0.440 -3.691 -2.771  -0.05
C 2.012 -0.038 -5.786  -0.54
O 1.162 0.827 -5.827  0.08
O 2.936 -0.163 -6.795  -0.12
C 2.779 0.781 -7.847  -0.07
C 6.120 -1.649 -4.011  -0.57
O 6.548 -2.744 -3.757  0.09
O 6.847 -0.842 -4.821  -0.03
C 6.382 0.456 -5.196  -0.04
H 7.929 1.404 -1.469  0.09
H 8.378 -0.242 -0.936  0.09
H 7.111 0.682 -0.068  0.09
H 5.196 -3.371 -6.146  0.02
H 4.835 -1.704 -6.681  0.01
H 3.696 -3.010 -7.025  0.02
H 3.302 1.840 -4.387  0.02
H 3.317 2.781 -2.875  0.02
H 1.770 2.408 -3.692  0.02
H -0.609 -4.508 -3.470  0.09
H -1.385 -3.216 -2.507  0.06
H 0.041 -4.065 -1.866  0.09
H 3.573 0.570 -8.560  0.09
H 2.866 1.801 -7.471  0.09
H 1.804 0.674 -8.323  0.09
H 7.026 0.765 -6.016  0.09
H 6.485 1.162 -4.372  0.09
H 5.345 0.438 -5.530  0.08

The calculation puts the HOMO energy (spin up / spin down) at -3.99 / -4.36 eV. For the energy relative to the best compared isomer or geometry (same formula, charge and spin), the calculation gives 4.2 kJ/mol. As for the total charge: -1. As for the spin multiplicity: 3.

***

Record 6
Computed, not measured: a 4-piece molecular cluster, C12H25ClN7O5S overall in a non-equilibrium geometry, with ωB97M-V/def2-TZVPD.

Last column: Löwdin charge in e.
Geometry (Å):
O 1.612 -1.857 2.221  -0.35
S 2.395 -1.624 1.036  0.36
O 3.498 -2.535 1.034  -0.33
Cl 1.343 -2.034 -0.676  0.46
C 3.079 0.067 1.032  -0.24
C 2.915 0.852 -0.286  -0.21
C 1.461 1.312 -0.637  -0.19
C 0.545 1.611 0.581  -0.10
C -0.648 0.676 0.722  -0.19
C -1.257 -0.012 -0.298  -0.03
C -2.346 -0.855 -0.062  0.03
C -2.831 -0.970 1.247  -0.02
C -2.227 -0.242 2.231  -0.03
N -1.177 0.536 1.953  0.15
H 2.759 0.621 1.924  0.10
H 4.158 -0.096 1.176  0.12
H 3.239 0.174 -1.096  0.10
H 3.615 1.697 -0.343  0.13
H 1.039 0.600 -1.351  0.06
H 1.554 2.247 -1.207  0.11
H 1.065 1.675 1.547  0.11
H 0.095 2.605 0.415  0.12
H -0.883 0.054 -1.317  0.11
H -2.784 -1.413 -0.889  0.13
H -3.683 -1.617 1.436  0.11
H -2.640 -0.326 3.236  0.15
H -0.742 1.053 2.711  0.19
C -2.999 -3.683 4.200  -0.67
O -3.447 -3.026 3.265  0.00
N -1.668 -3.731 4.488  0.16
N -3.797 -4.417 5.019  0.16
H -1.282 -4.263 5.246  0.10
H -1.049 -3.204 3.900  0.10
H -4.783 -4.404 4.833  0.11
H -3.454 -4.962 5.787  0.10
C -1.888 3.709 -1.855  -0.66
O -0.910 2.969 -1.814  0.01
N -2.982 3.428 -2.612  0.16
N -1.955 4.871 -1.148  0.16
H -3.791 4.019 -2.662  0.10
H -2.965 2.580 -3.148  0.11
H -1.163 5.112 -0.582  0.10
H -2.744 5.490 -1.169  0.10
C 3.838 -0.192 -5.102  -0.69
O 4.697 0.142 -5.891  0.04
N 2.595 0.384 -5.079  0.14
N 4.037 -1.173 -4.167  0.15
H 1.871 0.123 -4.438  0.08
H 2.413 1.107 -5.751  0.10
H 4.936 -1.618 -4.154  0.11
H 3.340 -1.462 -3.507  0.07

The calculation puts the HOMO energy at -11.73 eV. For the energy relative to the best compared isomer or geometry (same formula, charge and spin), the calculation gives 67.7 kJ/mol. As for the total charge: +1. As for the spin multiplicity: 1.

***

What is the spin multiplicity in the sixth record? 1

***

Which value of spin multiplicity does entry 1 give? 2

***

Among the records above, which one has the highest spin multiplicity? C43H45As2N2O9S2Ti